Entry from the OMol25 dataset: a molecular structure, C41H38N4O2P3Se3V (ωB97M-V with the def2-TZVPD basis set).

XYZ file:
```
92
Properties=species:S:1:pos:R:3
C -3.19941 1.67354 0.10882
C -2.58824 -3.69884 -4.63194
Se 1.11064 -3.74315 -1.61397
N 0.08964 -1.25420 -5.05135
H 2.27234 3.81256 -3.32379
C -4.28993 -4.31376 -3.04928
O -0.61611 3.47716 -1.24798
C 1.12676 0.14610 5.60726
C -2.57653 1.23238 1.27827
H -2.18091 -3.75902 1.76846
C -4.45531 1.18762 -0.22762
P -0.85127 1.76948 1.53819
C -0.99300 -6.20888 -0.23360
C 2.54698 2.00243 2.68500
C 2.00916 3.87239 -2.26393
P 0.82550 -0.27644 2.80628
C -0.47585 -0.57694 -4.30203
H -6.07224 -0.09938 0.33598
C -3.21892 0.31825 2.10920
H 0.55389 6.48596 1.62221
N 0.20080 2.49210 -1.32022
H -2.69037 2.39390 -0.53202
H 1.67903 2.62851 2.84190
C -2.25032 -5.86532 2.20986
H -2.84243 3.22819 3.12498
H 1.36923 1.17442 5.36065
H -4.60963 -4.17378 -5.16890
C 4.91682 1.81724 2.30666
C 0.84164 -0.75344 4.57853
H -2.27710 -3.49073 -5.64794
H 1.90116 -1.53029 -0.92002
C -1.04113 3.52100 1.98773
C 4.80317 0.43113 2.32682
H -3.69443 -4.34155 -0.99435
C -2.16753 5.25905 3.22268
H 5.67830 -0.18894 2.17648
H -5.31155 -4.60393 -2.83511
C -4.48443 -0.14080 1.77843
H 0.81374 -1.92303 8.26617
C -0.09481 4.44749 1.55853
H -4.91789 1.50388 -1.15352
Se -1.45370 0.53716 -3.19510
O 2.42912 -0.71286 -0.76527
C -1.30580 -7.31124 0.54233
H -1.05256 -8.30504 0.19368
C 0.54858 -2.07561 4.89484
H -1.28052 7.20956 3.11548
C -1.21240 6.17456 2.80314
C -1.93638 -7.14125 1.77018
C 1.11218 -0.27053 6.92689
H 3.48357 -1.24170 2.48015
C -2.08275 3.93652 2.81284
P -0.89005 -3.52847 -0.91518
C 0.54016 -2.49828 6.22029
H -0.48344 -6.33493 -1.18187
H -4.97919 -0.86306 2.41610
C 0.81949 -1.59653 7.23328
C 3.78656 2.59880 2.48407
N 1.58823 0.33484 -1.10255
H 4.23932 1.70560 -1.10772
H 0.32538 -2.77480 4.09584
C 2.42425 0.61871 2.70297
H 0.31344 -3.53068 6.45603
H -2.98322 5.57477 3.86126
N -0.27768 1.07283 2.96266
C -3.37860 -4.17115 -2.01758
H -2.73947 -5.72828 3.16726
H 2.91226 4.16509 -1.72073
H 3.83377 2.00628 -2.79882
Se -1.52683 -1.72470 0.10922
C -1.94063 -4.75857 1.42739
C 1.42877 2.59467 -1.75601
C -0.17975 5.76912 1.96949
H 3.97766 0.33523 -2.18547
H 3.86052 3.68001 2.46727
V -0.44236 0.59970 -0.75952
C 2.19639 1.35630 -1.60500
C -2.06080 -3.80684 -2.28901
C -1.31324 -4.92302 0.20113
H -2.17707 -8.00285 2.38128
C -3.89397 -4.07442 -4.36147
C -1.66875 -3.57009 -3.59915
H -0.65185 -3.26755 -3.81162
C 3.56528 -0.15979 2.51088
H -2.71956 -0.07500 2.98648
C 3.64840 1.34436 -1.95463
H -0.89024 1.01722 3.76616
H 5.88282 2.27951 2.14438
H 0.68419 4.13568 0.87450
C -5.09846 0.28769 0.60848
H 1.25653 4.65054 -2.14639
H 1.33662 0.43216 7.72020
```

Calculated values
2S+1	4
HOMO level (spin up / spin down)	-4.5479 / -4.7456	eV
<S²>	3.768
Kohn-Sham gap (spin up / spin down)	6.75 / 6.94	eV
F_max	0.0101	Eh/bohr
E_LUMO (spin up / spin down)	2.2 / 2.2	eV
net charge	-1
energy relative to the best compared isomer or geometry (same formula, charge and spin)	25.5	kcal per mole